Record 1
Entry from OMol25: C38H53BN8NiOS4 as an isolated structure (ωB97M-V with the def2-TZVPD basis set).

- Multiplicity: 1
- Orbital gap (alpha / beta): 6.768 / 6.765 eV
- DFT total energy: -5118.6728 a.u.
- LUMO energy (alpha / beta): -6.93 / -6.94 eV
- Total charge: +2

The geometry in XYZ format:
```
106
Properties=species:S:1:pos:R:3:mulliken_charge:R:1
Ni 0.4883 1.8132 -1.7355 -0.9371
C -4.4462 0.8204 -2.0118 -1.8082
C -3.3823 0.2781 -1.1270 -0.0339
C -3.5060 -0.8572 -0.3878 -0.4093
C -2.4329 -1.3429 0.4171 -0.1987
N -1.3133 -0.6797 0.5247 -0.6113
N -1.2081 0.4750 -0.1637 1.0627
B -0.0698 1.4072 0.2028 1.3682
N -0.5959 2.6814 0.8925 0.5625
N -1.5666 2.5582 1.7954 -0.4242
C -2.0046 3.6576 2.3601 -0.3901
C -1.4163 4.9195 2.0634 -0.2980
C -0.4184 5.0387 1.1355 0.3977
C 0.2180 6.3236 0.7428 -1.8312
C -0.0491 3.8274 0.5006 0.4098
S 1.0527 3.6773 -0.8186 -0.3958
C -3.1701 3.4770 3.3192 2.4294
C -3.6620 4.8117 3.8811 -2.3294
C -2.7237 2.5762 4.4675 -1.5318
C -4.3087 2.8034 2.5454 -1.5414
N 1.1130 0.7882 0.9459 0.6995
N 0.8819 0.5757 2.2498 -0.3848
C 1.8606 0.1006 2.9783 -0.2022
C 3.1305 -0.1691 2.4047 -0.4085
C 3.3709 0.0587 1.0819 0.1642
C 4.6908 -0.1869 0.4369 -1.8557
C 2.2760 0.5841 0.3351 0.6701
S 2.4168 0.9315 -1.3548 -0.1703
C 1.6029 -0.1875 4.4427 2.4248
C 1.6062 -1.7110 4.6227 -1.4545
C 0.2617 0.3819 4.8835 -1.8118
C 2.7211 0.4313 5.2867 -1.9312
C -2.1237 0.9483 -1.0289 0.9805
S -1.6798 2.3178 -1.9534 -0.4772
C -2.5737 -2.6448 1.1744 2.2768
C -3.8433 -2.5863 2.0322 -1.7875
C -1.3675 -2.8832 2.0783 -1.8929
C -2.6869 -3.7809 0.1510 -1.6921
H -5.3528 0.2267 -1.9324 0.4459
H -4.6766 1.8523 -1.7439 0.3882
H -4.1125 0.8242 -3.0494 0.3607
H -4.4274 -1.4191 -0.4176 0.5106
H -1.7787 5.8036 2.5640 0.6334
H -0.1506 7.1408 1.3540 0.3924
H 1.3002 6.2676 0.8540 0.4020
H 0.0062 6.5457 -0.3035 0.4154
H -2.8976 5.3188 4.4680 0.4543
H -4.0096 5.4840 3.0986 0.4848
H -4.5044 4.6281 4.5447 0.4190
H -1.9216 3.0361 5.0410 0.3823
H -3.5611 2.4062 5.1393 0.4847
H -2.3770 1.6155 4.0971 0.1832
H -4.6495 3.4286 1.7216 0.3987
H -3.9939 1.8413 2.1462 0.1532
H -5.1519 2.6389 3.2117 0.4598
H 3.9178 -0.5557 3.0335 0.4954
H 5.3353 -0.7603 1.0993 0.4117
H 4.5785 -0.7308 -0.5009 0.2898
H 5.1816 0.7610 0.2079 0.3633
H 0.7824 -2.1708 4.0820 0.1466
H 2.5372 -2.1599 4.2781 0.3793
H 1.4973 -1.9502 5.6779 0.4931
H -0.5318 0.1302 4.1874 -0.0202
H 0.0065 -0.0259 5.8586 0.5023
H 0.3016 1.4653 4.9724 0.4393
H 3.6727 -0.0792 5.1602 0.4019
H 2.8570 1.4858 5.0570 0.3835
H 2.4574 0.3533 6.3393 0.4721
H -3.8421 -1.7103 2.6783 0.3014
H -4.7524 -2.5773 1.4363 0.4208
H -3.8863 -3.4685 2.6671 0.4781
H -1.3573 -2.1849 2.9112 0.2550
H -1.4219 -3.8913 2.4806 0.5406
H -0.4287 -2.7786 1.5410 0.2741
H -3.5109 -3.6285 -0.5436 0.3688
H -1.7676 -3.8796 -0.4238 0.3135
H -2.8641 -4.7211 0.6684 0.4625
C 3.0902 -3.3573 -2.8931 -1.0766
C 1.5947 -3.4490 -2.6494 -0.5335
C 0.7729 -2.7222 -3.7034 -0.1970
N 1.0233 -1.2821 -3.5973 0.6333
C 0.7312 -0.3227 -4.4475 0.2147
S 0.6590 1.3433 -4.0090 -0.3913
N 0.4362 -0.5826 -5.7374 -0.0207
C 0.8648 -1.6534 -6.6027 0.2405
O 0.0789 -2.0846 -7.3954 -0.5062
C 2.2851 -2.0456 -6.5070 0.3138
C 2.6495 -3.2854 -7.0353 -0.5086
C 3.9780 -3.6672 -7.0218 -0.6383
C 4.9396 -2.8081 -6.5042 -0.3808
C 4.5788 -1.5692 -5.9957 -0.8009
C 3.2494 -1.1862 -5.9885 -0.0540
H 3.6450 -3.8808 -2.1172 0.4550
H 3.4342 -2.3228 -2.9091 0.2004
H 3.3566 -3.8007 -3.8503 0.2204
H 1.3408 -3.0500 -1.6617 0.0710
H 1.2702 -4.4914 -2.6412 0.4739
H -0.2981 -2.8924 -3.5565 0.2696
H 1.0436 -3.0797 -4.6967 0.2124
H 1.3130 -0.9612 -2.6726 -0.5463
H -0.1293 0.1156 -6.2079 0.2880
H 1.8896 -3.9240 -7.4595 0.4882
H 4.2690 -4.6241 -7.4269 0.4317
H 5.9768 -3.1034 -6.5096 0.4270
H 5.3360 -0.8994 -5.6184 0.4615
H 2.9758 -0.2095 -5.6171 0.4742
```

---

Record 2
Entry from OMol25: C38H53BrNP3V as an isolated structure (ωB97M-V with the def2-TZVPD basis set).

- Multiplicity: 2
- <S²>: 0.76
- Orbital gap (alpha / beta): 4.526 / 4.879 eV
- DFT total energy: -6074.8904 a.u.
- Relative energy (zero: lowest compared OMol25 entry of this formula, charge and spin): 0.0 kcal per mole
- LUMO energy (alpha / beta): -13.98 / -13.84 eV
- Total charge: +4

The geometry in XYZ format:
```
97
Properties=species:S:1:pos:R:3:mulliken_charge:R:1
N 0.3596 -5.8105 -2.8727 -0.4021
C 0.8821 -6.0502 -1.6649 -0.4511
C 0.5681 -5.2653 -0.5467 -0.4515
C -0.2870 -4.1357 -0.7137 0.6301
C -0.9094 -3.9597 -1.9719 -0.4002
C -0.5302 -4.8310 -3.0270 -0.9997
C -0.4902 -3.1634 0.3982 -0.5838
V 0.0510 -1.4313 -0.3957 -0.3926
P -2.2673 3.2971 2.3400 0.8503
C -1.6042 -2.1535 0.3830 -0.5522
C -1.8803 -1.2645 1.5500 0.1135
C -3.0692 -0.4845 1.5812 -0.2211
C -3.2824 0.4043 2.6257 -1.5918
C -2.2521 0.7261 3.5188 -0.5510
C -1.2118 -0.2009 3.6437 -1.0233
C -1.0125 -1.1880 2.6552 0.0654
Br -0.3166 2.5219 3.0044 -0.0694
H -0.1830 -3.5488 1.3838 0.6935
H -2.5026 -2.3898 -0.2055 1.2468
H 1.0296 -5.4779 0.4201 0.6145
H -1.6824 -3.2020 -2.1554 0.7856
H 1.5721 -6.8893 -1.5471 0.4211
H -0.9747 -4.7277 -4.0274 0.4505
H -3.7785 -0.5727 0.7496 0.5166
H -0.1765 -1.8953 2.7390 0.8688
H -4.2597 0.8756 2.7545 0.7319
H -0.5120 -0.1622 4.4848 0.6170
P -0.3731 -0.3760 -2.3985 1.3164
C -2.9974 2.9413 3.9888 -0.2965
C -4.4890 3.1247 4.1852 -1.3735
H -2.4476 3.5135 4.7478 0.4450
H -2.5515 1.6923 4.2208 0.1848
H -4.7857 2.6946 5.1586 0.4149
H -4.7647 4.1920 4.2002 0.3730
H -5.0955 2.6283 3.4138 0.3199
C -3.2248 3.0024 0.8393 0.3476
C -4.1603 4.1395 0.3962 -1.4294
H -3.8281 2.0999 0.9996 0.1782
H -2.5027 2.7318 0.0475 0.1735
H -4.9820 3.7202 -0.1991 0.4035
H -4.6151 4.6601 1.2494 0.3383
H -3.6426 4.8810 -0.2232 0.4086
C -1.9245 5.0890 2.4784 -0.4030
C -1.0270 5.5925 3.6238 -1.2788
H -2.9082 5.5774 2.5491 0.4326
H -1.4767 5.3808 1.5136 0.4241
H -0.9038 6.6808 3.5228 0.4083
H -1.4355 5.3940 4.6191 0.3602
H -0.0257 5.1508 3.5794 0.3456
C 0.5900 1.1462 -2.7962 0.2519
C 0.3756 1.7419 -4.1880 -1.4420
H 1.6467 0.8905 -2.6236 -0.2049
H 0.3179 1.8712 -2.0146 0.4918
H 0.5139 1.0092 -4.9903 0.3249
H -0.6265 2.1733 -4.2982 0.3747
H 1.1030 2.5484 -4.3498 0.4448
C -2.1128 0.2509 -2.4766 0.0277
C -3.1447 -0.7996 -2.8747 -1.2472
H -2.1325 1.1076 -3.1696 0.5984
H -2.3341 0.6413 -1.4672 -0.3922
H -2.9437 -1.2091 -3.8740 0.3897
H -3.1772 -1.6340 -2.1554 0.2557
H -4.1494 -0.3545 -2.8970 0.4289
C -0.1062 -1.3772 -3.9487 -1.0302
C 1.2973 -1.9646 -4.0892 -1.2410
H -0.3531 -0.7298 -4.8027 0.7138
H -0.8511 -2.1865 -3.9224 0.4966
H 1.4570 -2.2823 -5.1308 0.4670
H 2.1010 -1.2626 -3.8213 0.1785
H 1.4187 -2.8570 -3.4574 0.2125
C 2.1723 -0.1429 2.1610 -1.1812
P 2.1300 -0.8668 0.4794 2.2647
C 3.0389 0.4046 -0.4773 0.4764
C 3.8741 0.0020 -1.5314 -0.8689
C 4.6439 0.9479 -2.2111 -0.7022
C 4.5314 2.3050 -1.8817 -0.6894
C 3.6099 2.7152 -0.9131 -0.5188
C 2.8430 1.7702 -0.2279 -0.5221
C 3.4818 -2.1144 0.6321 -0.1395
C 4.7174 -1.7723 1.2029 -0.4375
C 5.6522 -2.7658 1.5104 -0.8864
C 5.3732 -4.1024 1.2011 -0.6937
C 4.1858 -4.4303 0.5353 -0.6931
C 3.2591 -3.4330 0.2276 0.5468
H 1.5571 0.7629 2.1833 -0.1148
H 3.1887 0.0975 2.4876 0.4520
H 1.7348 -0.8514 2.8710 0.5128
H 3.9548 -1.0572 -1.7953 0.6044
H 5.3406 0.6170 -2.9848 0.5027
H 5.1604 3.0394 -2.3869 0.4749
H 3.4919 3.7744 -0.6776 0.4899
H 2.1082 2.0973 0.5075 0.3777
H 4.9500 -0.7275 1.4168 0.3327
H 6.5918 -2.4957 1.9966 0.4514
H 6.0778 -4.8855 1.4751 0.4342
H 3.9714 -5.4636 0.2603 0.4934
H 2.3513 -3.6795 -0.3303 -0.0749
```

---

Record 3
Entry from OMol25: C38H53Cl3GeN5O2SSr as an isolated structure (ωB97M-V with the def2-TZVPD basis set).

- Multiplicity: 2
- <S²>: 0.78
- Orbital gap (alpha / beta): 5.410 / 4.779 eV
- DFT total energy: -5790.6811 a.u.
- Relative energy (zero: lowest compared OMol25 entry of this formula, charge and spin): 12.4 kcal per mole
- LUMO energy (alpha / beta): -1.94 / -2.57 eV

The geometry in XYZ format:
```
104
Properties=species:S:1:pos:R:3:mulliken_charge:R:1
Sr 1.3681 -0.3611 -1.0827 1.2137
C 0.0237 -2.5024 4.3629 -1.5787
C -0.4740 -1.0519 4.5001 1.9457
C -0.2851 -0.5642 5.9446 -1.6651
C -1.9608 -1.0146 4.1536 -2.1866
C 0.3473 -0.1866 3.5635 0.2422
C -0.1958 0.5701 2.5977 -0.7502
C 0.6748 1.2609 1.6676 -0.1087
N 0.3249 2.0458 0.7244 -0.3793
C -0.9925 2.2625 0.3706 -1.1375
C -1.6131 3.4803 0.5516 -0.1504
C -2.9070 3.6670 0.0818 -0.2400
C -3.5432 2.6069 -0.6181 -0.5205
C -2.9845 1.3848 -0.8614 -0.2833
C -1.6563 1.1496 -0.3226 2.3293
O -1.0459 0.0628 -0.3943 -1.1230
C -3.7791 0.3376 -1.6531 2.0118
C -4.2778 0.9738 -2.9615 -1.7232
C -4.9830 -0.0906 -0.8001 -1.7030
C -2.9893 -0.9211 -2.0359 -1.9864
C -3.6660 4.9707 0.2744 1.7679
C -4.0370 5.5435 -1.1035 -1.5919
C -4.9473 4.6864 1.0746 -1.5947
C -2.8436 6.0157 1.0275 -2.0848
C 2.1632 0.9390 1.7139 1.0460
O 2.7814 0.9983 0.6676 -0.8348
C 2.7163 0.3909 2.9622 -0.0155
C 1.8113 -0.1991 3.7579 0.0856
C 4.2226 0.2893 3.1908 1.8790
C 4.9876 1.4471 2.5341 -1.8704
C 4.5232 0.3295 4.6937 -1.8483
C 4.7054 -1.0440 2.5993 -1.6015
H -0.6152 -3.1598 4.9551 0.4917
H 1.0456 -2.6216 4.7249 0.3292
H -0.0024 -2.8297 3.3217 0.2441
H -0.8487 -1.2070 6.6229 0.4545
H -0.6486 0.4585 6.0617 0.3456
H 0.7599 -0.5921 6.2553 0.3093
H -2.5023 -1.6767 4.8299 0.4831
H -2.1371 -1.3587 3.1327 0.3817
H -2.3795 -0.0122 4.2662 0.3859
H -1.2632 0.6545 2.4567 0.7185
H -1.0719 4.2646 1.0601 0.6575
H -4.5428 2.7882 -0.9890 0.4835
H -4.9464 1.8185 -2.7933 0.3396
H -4.8277 0.2271 -3.5363 0.4927
H -3.4384 1.3169 -3.5692 0.3294
H -5.6217 0.7578 -0.5475 0.3248
H -4.6523 -0.5577 0.1296 0.3344
H -5.5828 -0.8177 -1.3506 0.4526
H -2.0988 -0.6847 -2.6200 0.3049
H -3.6376 -1.5498 -2.6496 0.5212
H -2.6762 -1.4969 -1.1687 0.3219
H -4.6846 4.8700 -1.6651 0.3315
H -3.1424 5.7308 -1.6997 0.3690
H -4.5676 6.4887 -0.9771 0.4584
H -5.6011 3.9815 0.5605 0.3155
H -5.5031 5.6145 1.2195 0.4651
H -4.7080 4.2742 2.0565 0.3545
H -1.9293 6.2745 0.4910 0.4111
H -2.5764 5.6743 2.0292 0.4018
H -3.4340 6.9264 1.1343 0.4308
H 2.1731 -0.7498 4.6154 0.2347
H 4.5872 2.4154 2.8458 0.4049
H 4.9623 1.3955 1.4497 0.2552
H 6.0296 1.4011 2.8537 0.5072
H 4.1758 1.2642 5.1384 0.4208
H 5.6017 0.2611 4.8410 0.4596
H 4.0718 -0.4999 5.2394 0.3512
H 4.4636 -1.1159 1.5377 0.2684
H 4.2355 -1.8892 3.1058 0.2334
H 5.7883 -1.1272 2.7119 0.5237
C 3.0107 -6.5205 -1.6892 -1.0274
C 1.6184 -6.3664 -1.0897 -0.4125
N 1.4900 -5.2156 -0.2147 -0.1318
C 1.4320 -3.9332 -0.6719 -0.0836
S 1.5635 -2.7151 0.5790 -0.3212
N 1.3406 -3.8110 -1.9708 -1.0663
N 1.1542 -2.5526 -2.4751 0.7812
C 1.4039 -2.4231 -3.7326 0.4885
C 1.9596 -3.5431 -4.5565 -1.4499
C 1.1121 -1.1059 -4.3700 0.0405
C 1.2884 -0.9006 -5.7352 -0.7507
C 0.9028 0.2976 -6.3080 -0.6296
C 0.3465 1.2850 -5.5152 -0.9659
C 0.2432 1.0275 -4.1619 -0.4106
N 0.6092 -0.1217 -3.5998 0.7321
H 3.0397 -7.3715 -2.3722 0.3284
H 3.7561 -6.6827 -0.9088 0.3040
H 3.2789 -5.6215 -2.2432 0.2377
H 1.3572 -7.2469 -0.4995 0.4169
H 0.8792 -6.2687 -1.8835 0.2417
H 1.7688 -5.3070 0.7466 0.2384
H 1.5954 -4.4873 -4.1584 0.3745
H 3.0475 -3.5404 -4.4800 0.2390
H 1.6949 -3.4672 -5.6071 0.4686
H 1.7532 -1.6529 -6.3503 0.3896
H 1.0561 0.4605 -7.3664 0.4255
H 0.0376 2.2384 -5.9186 0.4395
H -0.1557 1.7827 -3.4898 0.4974
Cl 4.0579 -0.1964 -2.3371 -0.3665
Ge 5.3037 0.4603 -4.3163 0.3951
Cl 3.9179 2.1793 -4.8294 -0.4583
Cl 4.4136 -1.0690 -5.7358 -0.4104
```

---

Record 4
Entry from OMol25: C38H53CsN5O4P3S4 as an isolated structure (ωB97M-V with the def2-TZVPD basis set).

- Multiplicity: 1
- Orbital gap: 4.192 eV
- DFT total energy: -4691.7022 a.u.
- Relative energy (zero: lowest compared OMol25 entry of this formula, charge and spin): 9.2 kcal per mole
- LUMO energy: 3.45 eV
- Total charge: -2

The geometry in XYZ format:
```
108
Properties=species:S:1:pos:R:3:mulliken_charge:R:1
Cs -0.6140 -0.4083 -2.3048 1.3207
C -1.6900 1.7754 1.1784 -0.8620
O -1.4543 2.5583 0.0221 -0.3970
C -1.5892 3.8987 0.1279 0.5098
C -1.9540 4.5437 1.3068 -0.8247
C -2.0580 5.9304 1.3455 -0.6195
C -1.7976 6.6794 0.2107 -0.9405
C -1.4351 6.0374 -0.9660 0.0217
C -1.3265 4.6536 -1.0344 0.3508
N -0.9514 3.9178 -2.1894 0.1779
N -0.8438 4.6487 -3.2109 -0.3691
C -0.4760 4.0868 -4.4069 -0.1138
C -0.2391 2.6837 -4.6248 0.1204
O -0.3270 1.7828 -3.7637 -0.5398
C 0.1286 2.3023 -5.9907 -0.8412
C 0.2413 3.1878 -6.9958 -0.9337
C -0.0015 4.5875 -6.7914 0.9509
C 0.1099 5.5039 -7.8493 -0.8270
C -0.1272 6.8445 -7.6632 -0.4538
C -0.4870 7.2916 -6.3827 -0.7499
C -0.6002 6.4131 -5.3330 -0.1135
C -0.3614 5.0273 -5.4968 0.7080
H -2.7303 1.8677 1.5095 0.6509
H -1.0235 2.0696 1.9962 0.2866
H -1.4651 0.7459 0.9190 0.1319
H -2.1578 3.9689 2.1985 0.3681
H -2.3411 6.4161 2.2718 0.3626
H -1.8730 7.7598 0.2377 0.3557
H -1.2242 6.5996 -1.8653 0.3812
H 0.3065 1.2440 -6.1419 0.4698
H 0.5172 2.8556 -7.9925 0.3059
H 0.3881 5.1266 -8.8284 0.3337
H -0.0400 7.5423 -8.4871 0.3552
H -0.6800 8.3458 -6.2162 0.3688
H -0.8793 6.7702 -4.3524 0.3530
O -0.1451 -8.2697 -1.2612 -0.7099
C -0.3536 -7.1088 -1.5743 0.6144
S 0.6776 -6.1498 -2.6196 -0.2663
C -0.2159 -4.6124 -2.5735 0.1009
C -1.3415 -4.6150 -1.8179 -0.4030
S -2.4937 -3.3510 -1.4766 -0.4155
S -1.7447 -6.1710 -1.0572 -0.2355
S 0.4892 -3.3554 -3.5562 -0.3978
C 1.7469 2.6716 1.2136 -1.1037
P 1.8328 1.4276 -0.1443 0.8401
C 2.3728 2.5258 -1.5123 -1.2109
C 3.4395 0.6353 0.3401 -0.9761
C 4.0722 -0.2296 -0.7578 -1.2042
P 2.8345 -1.1846 -1.7613 0.1863
C 3.9813 -2.3219 -2.6328 -1.2706
C 2.1836 -2.3185 -0.4806 0.4782
H 0.9167 3.3548 1.0247 0.1910
H 2.6712 3.2518 1.2934 0.5145
H 1.5625 2.1655 2.1637 0.1164
H 3.2391 3.1384 -1.2427 0.3885
H 1.5310 3.1657 -1.7854 0.1376
H 2.6075 1.9198 -2.3887 0.2894
H 3.2053 0.0117 1.2095 0.2020
H 4.1460 1.4042 0.6757 0.5798
H 4.8118 -0.9125 -0.3227 0.5723
H 4.6071 0.4119 -1.4656 0.4087
H 4.6582 -2.8279 -1.9372 0.3302
H 4.5684 -1.7701 -3.3699 0.3987
H 3.3666 -3.0593 -3.1527 0.2721
H 2.9954 -2.8379 0.0400 0.3854
H 1.5456 -3.0459 -0.9894 -0.3895
H 1.5667 -1.7686 0.2356 -0.4915
O -0.4280 -1.1104 1.5847 -0.3316
P -0.5384 -2.0732 2.7000 -1.0869
N -2.1369 -2.4203 2.9752 0.5851
C -3.1861 -2.0964 1.9927 -0.2506
C -4.0047 -3.3767 1.9240 -0.4094
C -3.9826 -3.8825 3.3663 -0.7122
C -2.5965 -3.4678 3.8912 -0.4330
N 0.1961 -3.5473 2.6205 0.4760
C 1.6361 -3.7281 2.8339 -0.1694
C 1.8648 -5.1719 2.4020 -0.8490
C 0.9181 -5.3423 1.2125 -0.4892
C -0.2930 -4.4698 1.5589 -0.0662
N 0.1606 -1.4222 4.0758 0.3292
C -0.1234 0.0080 4.3023 -0.0091
C -0.1492 0.1642 5.8251 -0.7680
C -0.5964 -1.2154 6.3050 -0.7525
C 0.1709 -2.1321 5.3581 -0.7231
H -2.7432 -1.8420 1.0318 -0.0261
H -3.7935 -1.2543 2.3502 0.2908
H -3.5079 -4.0661 1.2387 -0.0737
H -5.0128 -3.2079 1.5445 0.4470
H -4.1347 -4.9599 3.4412 0.3464
H -4.7647 -3.3945 3.9547 0.3404
H -1.8937 -4.3055 3.8905 0.4108
H -2.6662 -3.0982 4.9212 0.0377
H 1.8962 -3.5537 3.8794 0.2166
H 2.2273 -3.0423 2.2202 0.0156
H 1.5834 -5.8472 3.2155 0.2950
H 2.9078 -5.3642 2.1464 0.4203
H 0.6309 -6.3794 1.0458 0.3556
H 1.3842 -4.9856 0.2941 -0.0268
H -1.1241 -5.0677 1.9421 0.1790
H -0.6590 -3.9218 0.6863 0.0295
H -1.0920 0.2788 3.8691 0.2105
H 0.6314 0.6356 3.8270 -0.2284
H -0.8070 0.9732 6.1432 0.3793
H 0.8547 0.3780 6.2014 0.3620
H -1.6709 -1.3367 6.1437 0.1961
H -0.3780 -1.4058 7.3569 0.4659
H -0.2607 -3.1275 5.2599 0.3712
H 1.2019 -2.2541 5.7151 0.4146
```

---

> Which value of multiplicity does entry 4 give?

1